one) Molecular formula: C3H2N2O2
Method: DFT, ωB97M-V/def2-TZVPD

For the HOMO-LUMO gap, the calculation gives 10.39 eV. The total charge is 0. The calculation puts the HOMO energy at -9.767 eV.

Cartesian coordinates (Å):
C (-1.3610, -1.1551, -0.9804)
C (0.4227, 0.5488, 1.7566)
C (-1.8332, 0.1901, -0.8745)
N (0.7539, 0.2046, 0.7200)
N (-1.4004, -0.5072, -2.1149)
O (-2.1123, 1.2406, -0.4152)
O (-1.1699, -0.6552, -3.2906)
H (-1.2544, -2.1525, -0.6150)
H (0.2432, 0.8385, 2.7514)

=====

two) Molecular formula: C3H2N2O2
Method: DFT, ωB97M-V/def2-TZVPD

For the HOMO-LUMO gap, the calculation gives 9.77 eV. The total charge is 0. The calculation puts the HOMO energy at -10.611 eV.

Cartesian coordinates (Å):
C (-0.9708, -0.0501, -0.0252)
C (-0.2640, 1.2218, 0.1097)
C (1.0635, 1.1539, 0.0697)
H (-0.7434, 2.1607, 0.2912)
H (1.7363, 1.9517, 0.1406)
N (1.6980, -0.0941, -0.2552)
N (1.1341, -1.1423, -0.0273)
O (-2.1857, 0.0018, -0.1965)
O (-0.2880, -1.1782, 0.2739)

=====

three) Molecular formula: C3H2N2O2
Method: DFT, ωB97M-V/def2-TZVPD

For the HOMO-LUMO gap, the calculation gives 11.38 eV. The total charge is 0. The calculation puts the HOMO energy at -11.485 eV.

Cartesian coordinates (Å):
N (-1.9398, -1.1605, 0.1777)
C (-0.9059, -0.4455, 0.0761)
O (0.3992, -0.6579, -0.4569)
C (1.4491, 0.3215, -0.2337)
O (1.9855, 0.8051, -1.1712)
C (-0.8093, 0.9556, 0.4466)
N (-0.1043, 1.8746, 0.4788)
H (-1.8714, -2.1324, -0.1271)
H (1.7970, 0.4395, 0.8097)

=====

Which one sits at the bottom of the stability order? one) does.

=====

one) Molecular formula: C4H15N3O
Method: DFT, ωB97M-V/def2-TZVPD

For the HOMO-LUMO gap (spin up / spin down), the calculation gives 2.79 / 8.71 eV. The total charge is -1. The calculation puts the HOMO energy (spin up / spin down) at 0.711 / -5.259 eV. Its spin multiplicity is 2. The expectation value of S² is 0.751.

Cartesian coordinates (Å):
C (-1.6656, -0.7992, 0.2369)
N (-0.4539, -0.1448, 0.4386)
C (0.0004, 0.3418, 1.8144)
C (0.7443, 1.7494, 1.8479)
N (2.0176, 1.9185, 0.9368)
C (-2.0745, -0.5692, -1.2059)
N (-1.2586, -1.1938, -2.3021)
H (-2.3595, -0.2991, 0.9466)
H (-1.7703, -1.8543, 0.4560)
H (0.4352, -0.4013, -0.0368)
H (0.8320, -0.5043, 2.0989)
H (-0.7294, 0.5635, 2.5181)
H (0.0566, 2.5189, 1.3793)
H (0.9117, 2.1036, 2.8221)
H (1.6536, 1.7092, 0.0148)
H (2.8221, 1.4967, 1.3631)
H (-2.3337, 0.5110, -1.4442)
H (-3.2095, -0.9417, -1.4483)
H (-0.5498, -1.7841, -1.9376)
H (-0.5795, -0.5985, -2.6021)
H (2.2924, -0.9430, -2.7016)
H (3.0455, -1.5578, -1.4106)
O (2.1728, -1.3218, -1.7843)

=====

two) Molecular formula: C4H15N3O
Method: DFT, ωB97M-V/def2-TZVPD

For the HOMO-LUMO gap (spin up / spin down), the calculation gives 2.74 / 8.86 eV. The total charge is -1. The calculation puts the HOMO energy (spin up / spin down) at 0.814 / -5.355 eV. Its spin multiplicity is 2. The expectation value of S² is 0.750.

Cartesian coordinates (Å):
C (-0.4752, -0.9666, -1.2668)
N (-0.6247, 0.4504, -1.5984)
C (-0.8857, 1.3917, -0.5202)
C (0.3215, 2.0361, 0.0758)
N (1.0697, 1.2357, 1.1556)
C (1.0073, -1.5559, -1.4853)
N (1.2355, -2.4533, -0.3327)
H (-1.0898, -1.4912, -1.9809)
H (-0.8722, -1.1524, -0.2599)
H (0.0349, 0.8445, -2.2429)
H (-1.4490, 0.8941, 0.2647)
H (-1.4989, 2.1930, -0.9703)
H (1.0273, 2.2588, -0.7651)
H (0.3108, 3.0697, 0.4891)
H (0.5689, 1.1300, 2.0323)
H (1.0414, 0.2901, 0.7754)
H (1.6220, -0.6310, -1.5166)
H (1.1496, -2.0830, -2.4049)
H (0.9703, -2.0500, 0.5635)
H (2.2148, -2.6870, -0.2051)
H (-1.7288, -0.9540, 3.5468)
H (-2.3678, 0.1824, 3.0386)
O (-1.5816, 0.0480, 3.6074)

=====

Which one sits at the bottom of the stability order? one) does.

=====

one) Molecular formula: C16H16N2O3
Method: DFT, ωB97M-V/def2-TZVPD

For the HOMO-LUMO gap, the calculation gives 8.22 eV. The total charge is 0. The calculation puts the HOMO energy at -8.135 eV.

Cartesian coordinates (Å):
C (0.0214, -4.4878, -0.3209)
O (1.1456, -3.6586, -0.1684)
C (1.1158, -2.5035, -0.9756)
C (1.9600, -1.4260, -0.2990)
H (2.9186, -1.8664, -0.0260)
H (2.1357, -0.6079, -0.9988)
C (1.2762, -0.9158, 0.9731)
N (0.1882, 0.0021, 0.6748)
C (0.4036, 1.2960, 0.2713)
N (-0.5422, 2.1131, -0.0720)
C (-1.8366, 1.6981, -0.0297)
C (-2.8578, 2.5794, -0.4110)
C (-4.1692, 2.1712, -0.3575)
C (-4.5005, 0.8855, 0.0740)
C (-3.5108, 0.0070, 0.4499)
C (-2.1730, 0.4039, 0.4007)
C (-1.1107, -0.5159, 0.7793)
O (-1.2983, -1.6572, 1.1554)
H (-3.7372, -0.9935, 0.7869)
H (-5.5363, 0.5834, 0.1112)
H (-4.9556, 2.8514, -0.6508)
H (-2.5847, 3.5694, -0.7396)
C (1.7277, 1.8897, 0.1965)
C (2.0107, 3.1583, -0.2607)
C (3.4030, 3.3245, -0.1412)
C (3.8738, 2.1555, 0.3793)
O (2.8760, 1.2881, 0.5850)
H (4.8623, 1.8311, 0.6391)
H (3.9765, 4.1892, -0.4038)
H (1.2913, 3.8584, -0.6280)
H (1.9908, -0.4288, 1.6354)
H (0.8319, -1.7701, 1.4911)
H (0.0830, -2.1501, -1.0993)
H (1.5168, -2.7320, -1.9766)
H (-0.8939, -3.9604, -0.0292)
H (-0.0787, -4.8426, -1.3545)
H (0.1763, -5.3386, 0.3396)

=====

two) Molecular formula: C16H16N2O3
Method: DFT, ωB97M-V/def2-TZVPD

For the HOMO-LUMO gap, the calculation gives 8.84 eV. The total charge is 0. The calculation puts the HOMO energy at -8.349 eV.

Cartesian coordinates (Å):
C (-2.6195, 3.0666, 1.4095)
H (-3.6945, 3.2339, 1.3641)
O (-2.4533, 1.6719, 1.4729)
C (-1.1886, 1.1695, 1.5519)
C (-1.0884, -0.2190, 1.6422)
C (0.1461, -0.8276, 1.6984)
C (1.3149, -0.0753, 1.6566)
C (1.2076, 1.3064, 1.5989)
C (-0.0262, 1.9316, 1.5459)
H (-0.0648, 3.0085, 1.4961)
H (2.1052, 1.9087, 1.5852)
C (2.6724, -0.7237, 1.6390)
H (2.5761, -1.8054, 1.5434)
C (3.5295, -0.1770, 0.5077)
O (4.6507, 0.2498, 0.6719)
N (2.9529, -0.1361, -0.7283)
C (1.6689, -0.5713, -1.1012)
C (0.7503, 0.3404, -1.6139)
C (-0.5248, -0.0677, -1.9498)
C (-0.8993, -1.3991, -1.7957)
C (0.0331, -2.3127, -1.3126)
C (1.3090, -1.9098, -0.9787)
H (2.0318, -2.6256, -0.6187)
H (-0.2684, -3.3434, -1.2034)
C (-2.2736, -1.9019, -2.0853)
O (-2.7434, -2.8690, -1.5239)
N (-2.9703, -1.2070, -3.0189)
H (-2.5559, -0.4791, -3.5708)
H (-3.8915, -1.5323, -3.2608)
H (-1.2359, 0.6680, -2.2959)
H (1.0361, 1.3767, -1.7191)
H (3.4621, 0.4199, -1.4041)
H (3.2125, -0.5140, 2.5660)
H (0.2001, -1.9040, 1.7640)
H (-1.9956, -0.8013, 1.6549)
H (-2.1504, 3.4888, 0.5143)
H (-2.2149, 3.5619, 2.2982)

=====

Which one sits at the bottom of the stability order? one) does.

=====

one) Molecular formula: C2H4N2S3
Method: DFT, ωB97M-V/def2-TZVPD

For the HOMO-LUMO gap, the calculation gives 8.84 eV. The total charge is 0. The calculation puts the HOMO energy at -8.540 eV.

Cartesian coordinates (Å):
C (1.8063, 1.3774, -0.0531)
C (1.5511, -1.0836, -0.3211)
N (0.6927, 0.9602, 0.4587)
N (0.6869, -0.3642, 0.4413)
S (2.7814, 0.0702, -0.8040)
S (-3.3294, -0.2912, -0.3061)
S (1.6943, -2.6765, -0.6677)
H (1.9921, 2.4770, -0.2360)
H (-0.0090, -0.7303, 1.0670)
H (-3.5123, -0.2626, 0.9234)
H (-4.3540, 0.5236, -0.5025)

=====

two) Molecular formula: C2H4N2S3
Method: DFT, ωB97M-V/def2-TZVPD

For the HOMO-LUMO gap, the calculation gives 9.17 eV. The total charge is 0. The calculation puts the HOMO energy at -8.840 eV.

Cartesian coordinates (Å):
C (1.9468, -0.4679, -0.9952)
C (1.4356, 0.2247, 0.0848)
N (1.7473, -0.3183, 1.2867)
N (2.3975, -1.4072, 1.1518)
S (2.6608, -1.8809, -0.3671)
S (1.0636, 1.8778, 0.0338)
S (-2.0679, -0.1162, -0.4049)
H (-2.3923, 1.2693, -0.1981)
H (2.0048, -0.2738, -2.0784)
H (0.5479, 1.7455, 1.2256)
H (-2.8533, -0.2573, -1.4556)

=====

Which one sits at the bottom of the stability order? two) does.

=====

one) Molecular formula: C2H4N2S3
Method: DFT, ωB97M-V/def2-TZVPD

For the HOMO-LUMO gap, the calculation gives 8.31 eV. The total charge is 0. The calculation puts the HOMO energy at -8.522 eV.

Cartesian coordinates (Å):
C (0.5261, -0.5434, 0.2192)
C (-1.2526, 1.0746, -0.2995)
H (3.6828, 0.6118, -0.7904)
H (0.6053, -1.4165, 0.8739)
H (-2.5516, -1.2558, 1.1512)
H (-2.1839, 0.9758, -0.8358)
N (1.4870, 0.1733, -0.2432)
N (-0.8083, -0.2338, -0.0837)
S (3.1207, -0.4146, 0.0013)
S (-2.0690, -1.4550, -0.0982)
S (-0.5563, 2.4836, 0.1051)

=====

two) Molecular formula: C2H4N2S3
Method: DFT, ωB97M-V/def2-TZVPD

For the HOMO-LUMO gap, the calculation gives 8.18 eV. The total charge is 0. The calculation puts the HOMO energy at -7.839 eV.

Cartesian coordinates (Å):
C (0.1439, -0.3605, 0.1582)
C (0.5024, 1.0357, -2.3231)
H (-0.0971, -0.1850, 2.9421)
H (0.7308, -2.1818, 0.8179)
H (-0.0901, 1.1339, -3.1722)
H (1.6450, 1.3143, -2.7356)
N (0.1240, -1.3439, 1.1045)
N (-0.4690, 0.7572, 0.4075)
S (-0.8269, -1.3031, 2.4851)
S (-0.2483, 1.9675, -0.6349)
S (0.8469, -0.6660, -1.5655)

=====

Which one sits at the bottom of the stability order? two) does.